No. 1
DFT (wB97M-V/def2-TZVPD) results for a molecular structure, C11H10N7OSSn.

```
31
Properties=species:S:1:pos:R:3:forces:R:3:lowdin_charge:R:1
Sn 1.669917 -0.143199 -1.259869 -0.1 0.4 0.0 1.208
C -1.055895 2.872041 1.153078 0.0 0.1 0.0 0.027
C -0.402733 1.962524 0.169424 0.0 0.0 0.0 -0.201
N 0.814910 1.534712 0.241313 0.0 0.0 0.0 -0.056
N 1.607663 1.995100 1.265593 0.0 -0.1 0.0 0.021
C 2.881108 1.585116 1.403297 0.0 0.0 -0.1 -0.752
N 3.610097 2.109698 2.362246 0.0 0.0 0.0 0.183
S 3.569084 0.402605 0.366624 0.0 0.0 0.0 0.603
C -1.167886 1.500087 -1.015481 0.0 0.0 0.1 -0.229
C -2.378789 2.046600 -1.385020 0.0 0.0 0.0 0.050
C -3.012781 1.556721 -2.530092 0.0 0.0 0.0 0.034
C -2.409461 0.552423 -3.259750 0.0 0.0 0.0 0.019
C -1.177963 0.069449 -2.829640 0.0 0.0 0.0 -0.105
N -0.579681 0.527454 -1.732205 0.0 0.1 -0.2 -0.104
H -0.627049 2.812426 2.151532 0.0 0.0 0.0 0.095
H -2.110454 2.623067 1.248912 0.0 0.0 0.0 0.109
H -0.992118 3.908976 0.806770 0.0 0.0 0.0 0.136
H 1.244489 2.731707 1.855948 0.0 0.0 0.0 0.158
H 3.275091 2.832023 2.986735 0.0 0.0 0.0 0.154
H 4.574909 1.826023 2.469875 0.0 0.0 0.0 0.141
H -2.829522 2.850605 -0.821254 0.0 0.0 0.0 0.134
H -3.966247 1.966175 -2.837103 0.0 0.0 0.0 0.143
H -2.868438 0.145848 -4.150094 0.0 0.0 0.0 0.138
H -0.659121 -0.702272 -3.388649 0.0 0.0 0.0 0.118
O 0.545377 -3.461118 0.007058 -0.1 -0.5 0.2 0.354
N 0.484971 -4.499503 0.463942 0.1 0.0 -0.1 0.169
C 0.425943 -5.670565 0.966080 0.0 0.1 -0.1 -0.093
C -0.773774 -5.995379 1.669127 0.1 -0.1 0.0 -0.059
N -1.737229 -6.247268 2.243282 0.0 0.0 0.0 0.330
C 1.565013 -6.507020 0.766278 -0.1 -0.1 0.0 -0.058
N 2.480571 -7.185056 0.612044 0.0 0.0 0.0 0.333
```
Positions in Å, forces in eV/Å.

Output
Kohn-Sham gap, eV: 5.062
F_max, hartree/bohr: 0.0098
2S+1: 1
Electronic energy, a.u.: -1494.955466
Net charge: +3

No. 2
DFT (wB97M-V/def2-TZVPD) results for a molecular structure, C30H40BN6O2S2Ti.

```
82
Properties=species:S:1:pos:R:3:forces:R:3:lowdin_charge:R:1
Ti 0.834058 -0.542535 0.056123 -0.5 -0.3 -0.1 0.894
C -0.386360 0.215857 -3.399322 0.0 0.0 0.0 -0.034
C 0.745290 1.034823 -2.869165 0.0 -0.1 0.3 -0.333
C 1.484709 2.048938 -3.483776 0.0 0.0 -0.1 0.027
C 2.478464 2.389413 -2.581944 -0.2 0.1 -0.1 -0.264
C 3.583617 3.378339 -2.752806 0.0 0.0 0.0 -0.010
N 2.299192 1.639707 -1.479911 0.3 -0.1 0.1 0.031
N 1.239313 0.807460 -1.648383 0.0 0.0 0.0 -0.004
B 3.283286 1.414269 -0.293939 0.2 0.2 -0.2 -0.500
N 2.587439 1.647512 1.060394 0.2 0.1 0.1 0.031
N 1.753487 0.711071 1.583029 -0.1 0.2 -0.2 0.000
C 1.375962 1.148677 2.781495 0.0 0.0 0.1 -0.329
C 0.433726 0.371281 3.639047 0.1 0.0 0.0 -0.018
C 1.987345 2.376323 3.048745 0.0 0.0 -0.1 0.029
C 2.750340 2.663378 1.924744 -0.2 -0.1 0.2 -0.259
C 3.605897 3.854508 1.652264 0.0 -0.1 0.0 -0.010
N 3.828715 -0.023256 -0.335724 -0.3 0.0 -0.1 0.034
N 2.974119 -1.089449 -0.317445 0.2 -0.1 0.0 0.007
C 3.732860 -2.179325 -0.400031 0.0 0.0 0.0 -0.326
C 3.144860 -3.551918 -0.425866 0.0 0.1 0.0 -0.029
C 5.083569 -1.825265 -0.457001 0.0 0.0 0.0 0.025
C 5.102760 -0.443347 -0.417648 0.0 -0.1 0.0 -0.260
C 6.275570 0.478236 -0.456606 0.0 0.0 0.0 -0.013
H -0.113070 -0.239432 -4.351485 0.0 0.0 0.0 0.088
H -1.282882 0.813920 -3.564624 0.0 0.0 0.0 0.073
H -0.629079 -0.584243 -2.698230 0.0 0.0 0.0 0.060
H 1.343663 2.459987 -4.469639 0.0 0.0 0.0 0.115
H 3.416268 3.942202 -3.668021 0.0 0.0 0.0 0.085
H 4.549537 2.877850 -2.829535 0.0 0.0 0.0 0.085
H 3.641295 4.076993 -1.919009 0.0 0.0 0.0 0.077
H 4.184331 2.191500 -0.416591 0.0 0.0 0.1 0.116
H 0.049711 -0.501210 3.109466 0.0 0.0 0.0 0.064
H -0.412456 0.991228 3.936247 0.0 0.0 0.0 0.081
H 0.933837 0.032895 4.547086 0.0 0.0 0.0 0.086
H 1.892947 2.973230 3.940591 0.0 0.0 0.0 0.115
H 3.509824 4.560264 2.474400 0.0 0.0 0.0 0.085
H 3.314137 4.352925 0.727647 0.0 0.0 0.0 0.079
H 4.655804 3.575808 1.557915 0.0 0.0 0.0 0.086
H 2.341931 -3.613617 -1.160653 0.0 0.0 0.0 0.057
H 2.754222 -3.832258 0.555225 0.0 0.0 0.0 0.065
H 3.907368 -4.279588 -0.696048 0.0 0.0 0.0 0.086
H 5.935253 -2.480669 -0.528169 0.0 0.0 0.0 0.113
H 7.190437 -0.110334 -0.464314 0.0 0.0 0.0 0.084
H 6.295795 1.138341 0.410410 0.0 0.0 0.0 0.084
H 6.262525 1.104966 -1.348946 0.0 0.0 0.0 0.081
C -7.365608 2.143960 1.666596 0.1 0.0 0.0 -0.039
C -5.972316 1.930875 1.140486 -0.1 0.0 0.0 -0.258
C -5.696267 2.042113 -0.218849 0.0 0.0 0.0 -0.027
C -4.413701 1.834126 -0.706914 0.0 0.0 0.1 -0.072
C -3.397772 1.533760 0.186120 0.0 -0.1 0.0 -0.405
C -3.644440 1.407588 1.545415 0.0 0.0 0.0 -0.059
C -4.931798 1.605439 2.011975 0.0 0.0 0.0 -0.024
S -1.763259 1.319530 -0.460844 0.1 0.1 0.0 0.985
C -1.136998 2.966561 -0.148833 0.0 -0.1 0.0 -0.184
O -1.022533 0.449541 0.546622 -0.2 -0.1 -0.1 -0.596
H -8.047805 2.429241 0.868352 0.0 0.0 0.0 0.078
H -7.379028 2.925038 2.427246 0.0 0.0 0.0 0.088
H -7.744441 1.231548 2.129439 0.0 0.0 0.0 0.088
H -6.496122 2.284650 -0.907128 0.0 0.0 0.0 0.118
H -4.211828 1.903958 -1.769416 0.0 0.0 0.0 0.114
H -2.835939 1.145924 2.216769 0.0 0.0 0.0 0.109
H -5.136579 1.509114 3.071586 0.0 0.0 0.0 0.122
H -1.226417 3.151756 0.921287 0.0 0.1 0.0 0.073
H -1.734538 3.670128 -0.726830 0.0 0.0 0.0 0.072
H -0.094888 2.985376 -0.468226 0.0 0.0 0.0 0.049
C -0.154674 -4.200901 1.526769 -0.2 -0.1 -0.1 -0.199
S -0.330963 -3.851148 -0.218163 0.2 0.4 0.0 0.999
O -0.369195 -2.317836 -0.215957 0.3 -0.2 0.0 -0.619
C -2.003623 -4.356513 -0.457265 -0.2 -0.1 0.0 -0.408
C -2.227136 -5.585085 -1.063637 0.1 0.1 0.0 -0.077
C -3.532837 -6.016126 -1.239383 -0.1 0.0 0.0 -0.060
C -4.587498 -5.211618 -0.829902 0.0 -0.1 0.0 -0.058
C -4.347284 -3.974369 -0.245442 0.0 0.1 0.0 -0.057
C -3.047516 -3.536324 -0.051178 0.1 0.0 0.0 -0.064
H -0.959641 -3.665147 2.027259 0.1 0.0 0.1 0.069
H 0.826918 -3.832250 1.815309 0.0 0.0 0.1 0.047
H -0.232599 -5.274033 1.694890 0.0 0.0 0.0 0.075
H -1.389061 -6.185906 -1.396559 0.0 0.0 0.0 0.114
H -3.726197 -6.971771 -1.707043 0.0 0.0 0.0 0.114
H -5.605192 -5.547702 -0.976561 0.0 0.0 0.0 0.113
H -5.176532 -3.349228 0.057966 0.0 0.0 0.0 0.112
H -2.824308 -2.569723 0.384048 -0.1 0.0 0.0 0.113
```
Positions in Å, forces in eV/Å.

Output
Kohn-Sham gap (alpha / beta), eV: 6.742 / 8.923
ΔE to the lowest compared entry with this formula, charge and spin, kJ/mol: 0.0
<S²>: 2.0032
F_max, hartree/bohr: 0.0108
2S+1: 3
Electronic energy, a.u.: -3316.857813
Net charge: +1

No. 3
DFT (wB97M-V/def2-TZVPD) results for 2 unconnected molecules or ions with the total composition C3H8O.

```
12
Properties=species:S:1:pos:R:3:forces:R:3:lowdin_charge:R:1
C -2.029407 -0.344856 -0.345211 -0.9 -2.1 -3.1 -0.192
O -1.793230 0.247156 0.626081 0.5 1.4 2.8 0.033
H -2.706319 0.000608 -1.119944 -0.6 0.7 -0.4 0.079
H -1.622656 -1.334178 -0.647459 0.2 0.0 0.6 0.083
C 0.954393 -0.429519 -0.301364 -1.2 2.3 -1.7 -0.184
C 1.074351 0.699343 0.719852 1.9 1.8 0.6 -0.185
H 1.841958 -0.948062 -0.491808 1.4 -0.8 0.0 0.037
H 0.615717 -0.016674 -1.360386 0.7 -0.5 2.1 0.116
H 0.182998 -1.099094 -0.034244 -0.4 -0.9 0.5 0.003
H 1.964131 1.392952 0.472431 -1.2 -1.1 0.1 0.079
H 0.211509 1.380635 0.663487 0.2 -0.5 0.3 0.042
H 1.306556 0.451692 1.818562 -0.8 -0.2 -1.7 0.089
```
Positions in Å, forces in eV/Å.

Output
Kohn-Sham gap, eV: 11.186
ΔE to the lowest compared entry with this formula, charge and spin, kJ/mol: 152.8
F_max, hartree/bohr: 0.0745
2S+1: 1
Electronic energy, a.u.: -194.277766